{"formula": "C5H10N5O3P", "method": "ωB97M-V/def2-TZVPD", "de_lowest_kj_mol": 0.0, "homo_energy_ev": -9.73, "spin_multiplicity": 1, "charge": 0, "fmax_ev_per_a": 5.1, "elements": ["C", "C", "C", "C", "C", "N", "N", "N", "N", "N", "O", "O", "O", "P", "H", "H", "H", "H", "H", "H", "H", "H", "H", "H"], "positions_angstrom": [[2.2412, -1.3964, -1.1808], [2.1326, 0.1710, 0.1539], [-1.1592, 2.3537, -0.1324], [-1.6156, 0.4733, -1.4844], [-1.2716, -2.4033, 1.3717], [2.9915, -0.4915, -0.6667], [0.9820, -1.4567, -0.6685], [0.9379, -0.4134, 0.1320], [-1.4293, 0.9520, -0.1484], [2.3859, 1.2535, 0.9723], [3.4685, 1.5973, 1.3753], [1.3762, 1.8635, 1.3318], [-1.4975, -1.1658, 0.7934], [-0.6432, 0.1338, 1.0240], [2.6236, -2.1226, -1.9850], [-1.0011, 2.7575, 0.9224], [-0.1996, 2.7488, -0.4896], [-1.9881, 2.8580, -0.5192], [-1.7547, -0.6650, -1.4334], [-2.4831, 0.7953, -1.8921], [-0.7345, 0.5572, -2.0681], [-0.2932, -2.7236, 1.0689], [-1.8558, -3.2386, 1.0195], [-1.2126, -2.4380, 2.5033]], "lowdin_charge": [-0.2250, -0.3054, -0.1742, -0.1054, -0.1658, 0.1604, 0.0729, -0.1118, -0.3886, -0.3226, 0.1275, -0.0190, -0.3850, 0.9906, 0.1396, 0.0924, 0.0821, 0.0657, 0.1080, 0.0519, 0.0749, 0.0471, 0.0847, 0.1050]}

=====

{"formula": "C16H44O6", "method": "ωB97M-V/def2-TZVPD", "de_lowest_kj_mol": 0.0, "homo_energy_ev": -9.45, "spin_multiplicity": 1, "charge": 0, "fmax_ev_per_a": 1.1, "elements": ["C", "C", "C", "O", "H", "H", "H", "H", "H", "H", "H", "H", "C", "C", "C", "O", "H", "H", "H", "H", "H", "H", "H", "H", "C", "C", "C", "O", "H", "H", "H", "H", "H", "H", "H", "H", "C", "C", "C", "O", "H", "H", "H", "H", "H", "H", "H", "H", "C", "C", "C", "O", "H", "H", "H", "H", "H", "H", "H", "H", "C", "O", "H", "H", "H", "H"], "positions_angstrom": [[3.4400, -1.9994, 1.2618], [4.0532, -0.6253, 1.5044], [5.2711, -0.3469, 0.6469], [3.0360, 0.3748, 1.2879], [3.1048, -2.1528, 0.2375], [2.5923, -2.1564, 1.9335], [4.1731, -2.7623, 1.5272], [4.3136, -0.6042, 2.5703], [5.9553, -1.1952, 0.6353], [5.8058, 0.5404, 0.9910], [4.9692, -0.1900, -0.3922], [3.4909, 1.2155, 1.4076], [-0.3001, 5.3785, -2.8825], [0.1191, 4.0157, -3.4121], [0.8583, 3.2112, -2.3453], [-1.0041, 3.2992, -3.9119], [-0.9990, 5.2395, -2.0528], [-0.7976, 5.9682, -3.6481], [0.5799, 5.8828, -2.4757], [0.7967, 4.1439, -4.2614], [0.2877, 3.1961, -1.4092], [1.8371, 3.6387, -2.1230], [0.9741, 2.1758, -2.6676], [-1.3638, 2.7370, -3.2168], [-3.1173, 0.9205, 0.0268], [-3.2943, 0.7707, -1.4881], [-4.3972, 1.6598, -1.9966], [-2.1191, 1.1726, -2.1821], [-2.3589, 0.2221, 0.3848], [-4.0576, 0.7146, 0.5396], [-2.7947, 1.9337, 0.2771], [-3.5017, -0.2899, -1.6799], [-5.3598, 1.4518, -1.5308], [-4.5243, 1.5761, -3.0778], [-4.1111, 2.6976, -1.8056], [-1.3262, 0.7829, -1.7900], [0.0239, 1.2732, 2.3660], [0.3160, 0.6858, 3.7411], [-0.9380, 0.4009, 4.5275], [1.0109, -0.5444, 3.5410], [0.9699, 1.4934, 1.8691], [-0.5796, 2.1823, 2.3169], [-0.5255, 0.5290, 1.7820], [0.9506, 1.4252, 4.2511], [-1.4699, 1.3378, 4.7186], [-0.7067, 0.0097, 5.5183], [-1.5908, -0.2546, 3.9539], [1.6647, -0.3930, 2.8471], [-0.7677, -5.1706, 1.1332], [-1.2852, -4.1875, 0.0866], [-0.7522, -4.5194, -1.2979], [-2.7120, -4.1591, 0.0372], [0.3243, -5.2001, 1.1405], [-1.0648, -6.2007, 0.9053], [-1.1328, -4.8996, 2.1226], [-0.9910, -3.1940, 0.4215], [-1.1550, -3.8157, -2.0311], [-1.0280, -5.5352, -1.5747], [0.3262, -4.3472, -1.3663], [-3.0088, -5.0302, -0.2442], [0.6267, -1.0659, -1.1226], [0.2162, 0.2604, -0.8172], [0.3356, -1.7717, -0.3408], [0.2053, -1.3802, -2.0734], [1.7180, -1.1078, -1.1812], [0.7882, 0.5821, -0.1128]], "lowdin_charge": [-0.0446, -0.4756, -0.0519, -0.0749, 0.0680, 0.0756, 0.0873, 0.1396, 0.0830, 0.0802, 0.0881, 0.0986, -0.0642, -0.4972, -0.0682, -0.0533, 0.0784, 0.0751, 0.0756, 0.1319, 0.0775, 0.0765, 0.0738, 0.0414, -0.0522, -0.4833, -0.0593, -0.0719, 0.0567, 0.0808, 0.0844, 0.1373, 0.0798, 0.0826, 0.0865, 0.0464, -0.0610, -0.4926, -0.0543, -0.0528, 0.0555, 0.0889, 0.0683, 0.1356, 0.0824, 0.0798, 0.0851, 0.0355, -0.0587, -0.5030, -0.0658, -0.0493, 0.0772, 0.0800, 0.0801, 0.1126, 0.0774, 0.0815, 0.0775, 0.0846, -0.1116, -0.1400, 0.0633, 0.0893, 0.0723, 0.0538]}

=====

{"formula": "C5H6I4", "method": "ωB97M-V/def2-TZVPD", "homo_energy_ev": [-5.92, -8.96], "spin_multiplicity": 3, "charge": 0, "fmax_ev_per_a": 5.4, "s2": 2.01, "elements": ["C", "C", "C", "C", "C", "I", "I", "I", "I", "H", "H", "H", "H", "H", "H"], "positions_angstrom": [[0.1299, -1.2605, -0.5057], [0.8761, -0.7972, 0.8323], [-0.3269, 0.0259, -1.1939], [0.6714, 0.7375, 1.0020], [-0.8410, 1.0492, -0.2378], [-1.8711, -0.4564, -2.6967], [0.2599, 1.5531, 2.9295], [-1.0031, 3.0826, -0.7237], [-2.6136, 0.4418, 0.9320], [0.8649, -1.7587, -1.1475], [-0.4376, -2.0583, -0.1386], [0.6210, -1.4864, 1.6517], [1.9201, -1.0264, 0.6069], [0.3548, 0.4536, -1.8806], [1.3952, 1.5001, 0.5702]], "lowdin_charge": [-0.2667, -0.2515, -0.8673, -0.7318, -1.3868, 0.7360, 0.7595, 0.7390, 0.8001, 0.1083, 0.0742, 0.1021, 0.0982, 0.0386, 0.0481]}

=====

{"formula": "CH2O4S2", "method": "ωB97M-V/def2-TZVPD", "de_lowest_kj_mol": 345.8, "homo_energy_ev": 0.36, "spin_multiplicity": 1, "charge": -2, "fmax_ev_per_a": 3.3, "elements": ["C", "O", "O", "O", "O", "S", "S", "H", "H"], "positions_angstrom": [[-1.7940, -1.0919, -0.6621], [-4.1792, -1.4071, 0.5750], [1.7076, -1.2325, -1.3661], [-2.7867, -0.3356, -1.3597], [1.0361, -2.5794, 0.5071], [-3.1815, -0.3280, 0.2192], [1.2076, -1.1798, 0.0353], [-1.0891, -0.3189, -0.4331], [2.5644, -0.7188, 0.9655]], "lowdin_charge": [-0.4073, -0.6740, -0.6468, -0.5464, -0.6446, 0.7199, 0.4342, -0.1152, -0.1198]}

=====

{"formula": "C5H7NO", "method": "ωB97M-V/def2-TZVPD", "de_lowest_kj_mol": 114.0, "homo_energy_ev": -7.89, "spin_multiplicity": 1, "charge": 0, "fmax_ev_per_a": 0.9, "elements": ["C", "C", "C", "O", "C", "C", "N", "H", "H", "H", "H", "H", "H", "H"], "positions_angstrom": [[0.0798, -1.8287, -0.3821], [0.2691, -0.4595, 0.2110], [0.8832, -0.1985, 1.3989], [0.8645, 1.1020, 1.7060], [0.1551, 1.7245, 0.7211], [-0.2165, 0.8257, -0.2369], [-1.0460, 1.1143, -1.3267], [1.0428, -2.2872, -0.6291], [-0.5269, -1.8202, -1.2928], [-0.4242, -2.4970, 0.3265], [1.2069, -0.8268, 2.2116], [-0.3574, 2.5929, 1.0905], [-0.9982, 0.4649, -2.0995], [-0.9465, 2.0657, -1.6558]], "lowdin_charge": [-0.0438, -0.2064, -0.1033, -0.0112, -0.0923, -0.2816, 0.0913, 0.0777, 0.0677, 0.0806, 0.1318, 0.1219, 0.0785, 0.0890]}